Record 1
Entry from the Open Molecules 2025 dataset: C30H49B2BeCaCl2F6I2N5O12PS as an isolated structure in a non-equilibrium geometry (the ωB97M-V functional and the def2-TZVPD basis).

Each line ends with the Mulliken charge.
Positions of all 112 atoms, in Å:
C  1.05664  -3.84608  5.31939  -1.521
C  0.25687  -3.10244  4.24603  0.509
C  0.84381  -3.43966  2.87173  -1.924
C  0.49520  -2.45680  1.74988  1.361
C  0.84652  -3.20169  0.46525  -1.046
N  1.21012  -1.13606  1.77491  0.614
S  2.37324  -0.95143  2.97171  0.139
C  0.45742  0.07095  1.57130  -1.362
N  0.72779  0.57039  0.39227  0.730
P  1.84602  -0.34247  -0.54303  0.636
C  3.52232  0.03011  -0.06532  -1.296
C  1.59649  0.19813  -2.25209  -0.776
C  0.12654  0.13766  -2.69765  -1.065
N  -0.30084  0.68071  2.48015  0.998
N  -0.37302  2.08978  2.19180  -0.608
C  -1.49592  0.06090  3.00871  -1.204
I  -1.52856  0.13036  5.10540  0.213
C  -2.54439  -0.43382  2.34545  0.835
C  -3.75502  -1.02034  3.00089  -1.458
I  -2.61234  -0.42890  0.25353  0.229
H  0.46833  -4.00944  6.21596  0.389
H  1.93457  -3.27060  5.60462  0.354
H  1.41296  -4.80717  4.95751  0.399
H  0.40968  -2.04214  4.44436  -0.132
H  -0.79503  -3.36928  4.27631  0.392
H  0.37390  -4.37821  2.56532  0.592
H  1.90685  -3.66989  2.93112  0.537
H  -0.58490  -2.33485  1.72118  -0.318
H  0.06786  -3.92252  0.23944  0.510
H  1.80611  -3.70508  0.54696  0.320
H  0.88054  -2.50579  -0.38672  -0.286
H  2.62224  0.39637  2.85211  -0.065
H  0.33802  1.44991  0.06274  0.301
H  3.74704  -0.25263  0.96067  0.442
H  4.19261  -0.54521  -0.70267  0.544
H  3.71569  1.09081  -0.21743  0.298
H  2.24635  -0.40416  -2.88084  0.660
H  1.90136  1.24912  -2.25050  0.673
H  -0.37826  -0.74043  -2.30924  0.024
H  -0.40634  1.00695  -2.31942  0.413
H  0.09754  0.12077  -3.78036  0.471
H  -0.43215  2.58493  3.07856  0.320
H  -1.23909  2.30959  1.69832  0.320
H  -4.30336  -1.63360  2.29668  0.502
H  -4.41172  -0.19714  3.28708  0.292
H  -3.46036  -1.59096  3.87418  0.430
Cl  4.00927  5.57012  2.13738  -0.190
C  5.09950  4.18566  1.84197  -0.595
C  4.32214  2.90449  1.73041  -0.004
Cl  3.61588  2.43456  3.30622  -0.106
H  5.83028  4.12627  2.64443  0.298
H  5.62219  4.37539  0.90692  0.404
H  4.98980  2.09645  1.43080  0.277
H  3.51097  2.98782  1.00480  0.100
C  -3.80587  3.88115  3.08611  -0.362
C  -4.19552  2.78472  3.71333  0.378
C  -5.54962  2.65537  4.29561  0.170
O  -5.88913  1.63870  4.86110  -0.545
C  -6.45847  3.82470  4.14758  -0.540
C  -6.06711  4.93505  3.51952  -0.442
C  -4.70395  5.05057  2.93526  0.250
O  -4.32045  6.04226  2.35687  -0.503
H  -2.81586  3.99475  2.65234  0.503
H  -3.50684  1.96026  3.80606  0.317
H  -7.44619  3.71896  4.57728  0.429
H  -6.71388  5.79511  3.40352  0.439
C  0.56394  5.39532  -0.44641  -0.983
C  -0.51090  5.60674  0.59469  0.800
O  -0.65372  4.82974  1.54007  -0.636
N  -1.31098  6.67903  0.45741  -0.100
C  -1.28120  7.69129  -0.58559  -0.937
H  1.11979  4.49789  -0.18893  -0.186
H  0.12382  5.26981  -1.43656  0.435
H  1.25566  6.23657  -0.46557  0.442
H  -2.01076  6.76560  1.18277  0.173
H  -1.11311  8.67286  -0.14348  0.319
H  -2.23793  7.71205  -1.10725  0.305
H  -0.49350  7.48948  -1.30218  0.354
B  7.30344  1.58131  4.02552  0.580
F  6.74026  0.37038  3.51841  -0.407
F  6.49564  2.04701  5.07699  -0.405
F  8.59346  1.36332  4.46039  -0.332
F  7.28375  2.54211  2.96983  -0.406
C  -0.48986  -4.80267  -2.42603  -1.383
C  -0.06313  -3.95986  -3.60558  0.689
C  0.83032  -4.72444  -4.55609  -1.354
O  0.64479  -2.79301  -3.13001  -0.464
H  0.40131  -5.11886  -1.84805  0.072
H  -1.11659  -4.22274  -1.74626  0.089
H  -1.06220  -5.69237  -2.74633  1.030
H  -0.94507  -3.60424  -4.13614  0.266
H  1.74655  -5.05870  -4.05223  0.632
H  1.13306  -4.10429  -5.39455  0.226
H  0.29469  -5.59051  -4.95281  -0.055
H  1.42613  -3.12219  -2.67231  0.301
F  -1.54234  -7.56539  -2.94810  -0.766
Ca  -0.00913  -7.94416  -1.65565  1.402
F  0.25178  -6.93202  1.45167  -0.809
Be  0.75622  -7.86665  -4.85998  0.301
B  -1.74262  -2.08493  -7.57736  1.154
O  -1.49389  -0.87866  -6.76137  -0.437
C  -2.04316  0.17308  -7.34711  0.678
O  -2.02345  1.29466  -6.94400  -0.602
C  -2.72355  -0.33244  -8.66611  0.404
O  -3.31428  0.34348  -9.44407  -0.532
O  -2.51460  -1.64032  -8.74067  -0.490
O  -0.46263  -2.72193  -7.97502  -0.504
C  -0.43008  -3.94494  -7.49839  0.612
O  0.46334  -4.73815  -7.58467  -0.628
C  -1.74230  -4.20030  -6.72191  0.676
O  -2.01206  -5.21171  -6.13522  -0.648
O  -2.47144  -3.10724  -6.78956  -0.536

For the HOMO energy, the calculation gives -11.001 eV. Its spin multiplicity is 1. The value obtained for the electronic energy is -161786.4328 eV. Its net charge is +1.



Record 2
Entry from the Open Molecules 2025 dataset: C38H32N3O2PdS as an isolated structure (the ωB97M-V functional and the def2-TZVPD basis).

Each line ends with the Mulliken charge.
Positions of all 77 atoms, in Å:
Pd  0.33233  -0.08025  0.89137  0.738
O  0.06718  1.39283  -0.57692  -0.477
C  -1.05267  2.24451  -0.67262  4.016
C  -2.16469  1.78196  0.29069  -1.439
C  -2.58795  0.35648  0.08260  -0.170
C  -3.79626  0.03269  -0.50244  -0.855
C  -4.12911  -1.30330  -0.66266  -0.844
C  -3.25040  -2.27361  -0.22192  -0.705
C  -2.04726  -1.89815  0.35860  0.655
C  -1.05234  -2.90958  0.85153  -1.849
C  0.25836  -2.94549  0.03391  2.954
O  1.00123  -1.77530  0.33465  -1.099
C  1.14471  -4.13313  0.42569  -0.172
C  2.52076  -4.01152  0.25031  -0.292
C  3.36520  -5.07370  0.52528  -0.921
C  2.85104  -6.27991  0.97976  -0.417
C  1.48457  -6.41176  1.15605  -1.035
C  0.63734  -5.34522  0.88166  -0.109
C  -0.02721  -2.98993  -1.46566  -0.487
C  0.50205  -2.05442  -2.34234  -0.085
C  0.22929  -2.13122  -3.70463  -0.951
C  -0.57955  -3.13944  -4.20055  -0.509
C  -1.10537  -4.08584  -3.32866  -1.071
C  -0.82500  -4.01333  -1.97581  -0.094
N  -1.73809  -0.60128  0.49226  0.798
C  -1.53687  2.28907  -2.10813  -0.624
C  -2.04968  3.45415  -2.66409  -0.432
C  -2.55155  3.44256  -3.95771  -0.879
C  -2.53167  2.27355  -4.70499  -0.615
C  -2.01082  1.11059  -4.15595  -0.732
C  -1.52179  1.11696  -2.85874  0.141
C  -0.41180  3.56733  -0.20643  -0.832
C  -1.02083  4.37229  0.75081  -0.087
C  -0.43837  5.58063  1.10527  -1.100
C  0.76066  5.97643  0.53109  -0.491
C  1.37357  5.16709  -0.41381  -1.011
C  0.78999  3.96710  -0.78761  -0.152
H  -1.82805  1.91195  1.32065  0.414
H  -3.02849  2.43138  0.14489  0.713
H  -4.45859  0.81962  -0.83373  0.519
H  -5.06534  -1.58233  -1.12587  0.464
H  -3.48088  -3.32400  -0.32905  0.480
H  -0.77287  -2.67759  1.88354  0.529
H  -1.53909  -3.88036  0.86169  0.488
H  2.92978  -3.07788  -0.10826  0.397
H  4.43070  -4.95935  0.37779  0.404
H  3.51178  -7.10899  1.19221  0.410
H  1.06851  -7.34656  1.50647  0.420
H  -0.42305  -5.49608  1.02699  0.284
H  1.14910  -1.27235  -1.96894  0.477
H  0.66028  -1.39981  -4.37558  0.480
H  -0.78599  -3.20205  -5.26054  0.457
H  -1.72249  -4.88931  -3.70780  0.453
H  -1.21374  -4.77645  -1.31221  0.434
H  -2.05042  4.37529  -2.09551  0.474
H  -2.94849  4.35299  -4.38521  0.426
H  -2.91685  2.27180  -5.71562  0.424
H  -1.98461  0.19515  -4.73186  0.522
H  -1.11706  0.20299  -2.44015  0.016
H  -1.95279  4.08812  1.21799  0.428
H  -0.92927  6.21391  1.83174  0.476
H  1.21096  6.91819  0.81364  0.465
H  2.30391  5.47372  -0.87203  0.460
H  1.25236  3.35404  -1.54841  0.479
C  3.50686  4.01471  5.25862  -1.130
C  3.18792  2.63601  4.78662  0.845
C  4.04829  1.55486  4.93840  -0.525
C  3.65787  0.32612  4.44160  -0.268
N  2.49045  0.15361  3.80692  -0.385
C  1.75689  1.24668  3.75535  0.610
S  0.16016  1.07611  2.95462  -0.201
N  1.99312  2.46457  4.19210  -0.463
H  4.44568  4.05449  5.80566  0.366
H  2.70180  4.37900  5.89557  0.312
H  3.56974  4.68321  4.39924  0.282
H  5.00033  1.67094  5.43589  0.359
H  4.29252  -0.54620  4.53271  0.441

For the HOMO energy (alpha / beta), the calculation gives -10.988 / -10.976 eV. Its expectation value of S² is 6.025. Its spin multiplicity is 5. The value obtained for the electronic energy is -62797.1361 eV. Its net charge is +1.



Record 3
Entry from the Open Molecules 2025 dataset: a single C23H30ClN3O3 molecule (the ωB97M-V functional and the def2-TZVPD basis).

Each line ends with the Mulliken charge.
Positions of all 60 atoms, in Å:
C  -6.12647  -0.24683  1.61998  -1.115
C  -5.69393  -1.50907  0.88946  -0.319
H  -5.87201  -2.39909  1.49635  0.340
H  -6.22130  -1.59530  -0.06583  0.333
O  -4.28468  -1.50974  0.64038  -0.368
C  -3.85560  -0.81176  -0.41236  -0.687
O  -4.58744  -0.23523  -1.17263  -0.629
C  -2.32851  -0.86493  -0.53315  3.054
C  -1.75329  -0.39746  0.82046  -2.401
N  -0.32253  -0.57527  0.85955  0.310
C  0.46463  0.47956  1.18613  1.112
O  -0.01169  1.53603  1.57743  -0.694
C  1.91905  0.32286  1.00172  -0.888
C  2.65621  -0.28885  -0.00463  0.946
C  3.98971  0.04984  0.25583  -0.852
N  4.05795  0.80981  1.34022  -1.296
N  2.81978  0.98499  1.76950  0.990
C  2.57294  1.76029  2.95129  -0.845
H  3.43649  2.40144  3.11380  0.300
H  1.67251  2.35631  2.81111  0.272
H  2.44146  1.10967  3.81958  0.287
C  5.21275  -0.33400  -0.51269  0.354
C  5.13773  0.21645  -1.93815  -1.391
H  4.29081  -0.21303  -2.46907  0.261
H  5.02224  1.29763  -1.92128  0.359
H  6.04626  -0.02659  -2.48439  0.433
C  5.38028  -1.85462  -0.52676  -1.427
H  6.29012  -2.12832  -1.05595  0.440
H  5.44136  -2.23930  0.48874  0.363
H  4.53633  -2.32712  -1.02515  0.279
H  6.06928  0.11509  -0.00105  0.301
H  2.28709  -0.86917  -0.82493  0.719
C  0.08269  -1.95259  0.72437  -1.114
H  1.16434  -2.03566  0.81957  0.677
C  -0.40217  -2.50905  -0.61273  -0.452
C  -1.91526  -2.33735  -0.73364  -1.719
H  -2.25751  -2.68405  -1.71097  0.422
H  -2.40365  -2.94525  0.03090  0.471
H  0.10355  -1.98417  -1.42385  0.261
H  -0.14528  -3.56693  -0.68341  0.446
H  -0.38007  -2.52877  1.53881  0.371
H  -1.96103  0.65868  0.99770  0.571
H  -2.21876  -0.99073  1.61666  0.685
C  -1.88992  -0.01022  -1.74943  -1.434
C  -1.21575  1.28958  -1.41688  0.750
C  -1.94914  2.33346  -0.86630  -0.583
C  -1.31722  3.51755  -0.53531  0.161
C  0.03855  3.69524  -0.75536  -0.644
C  0.76042  2.66508  -1.32765  -0.422
C  0.13871  1.47360  -1.65676  -0.708
H  0.71739  0.67820  -2.10317  0.422
H  1.81836  2.78741  -1.50631  0.406
H  0.51635  4.62199  -0.48045  0.453
Cl  -2.23996  4.79967  0.16139  -0.255
H  -3.00935  2.21710  -0.69780  0.672
H  -1.22649  -0.59654  -2.38466  0.542
H  -2.79318  0.20578  -2.32704  0.485
H  -5.95229  0.62361  0.99261  0.293
H  -7.18580  -0.30594  1.85186  0.410
H  -5.56510  -0.13400  2.54437  0.294

For the HOMO energy, the calculation gives -8.702 eV. Its SMILES is CCOC(=O)[C@]1(Cc2cccc(Cl)c2)CCCN(C(=O)c2cc(C(C)C)nn2C)C1. Its spin multiplicity is 1. The value obtained for the electronic energy is -47474.5184 eV. For the energy above the lowest of the compared OMol25 structures with the same formula, charge and spin, the calculation gives 64.9 kJ/mol.



Record 4
Entry from the Open Molecules 2025 dataset: C2H4I2 as an isolated structure in a non-equilibrium geometry (the ωB97M-V functional and the def2-TZVPD basis).

Each line ends with the Mulliken charge.
Positions of all 8 atoms, in Å:
C  0.78634  -0.03454  0.41459  -0.991
C  -0.50007  0.05637  -0.29315  -0.519
I  -1.69835  1.78288  -0.02383  0.094
I  -1.65390  -1.70448  -0.00987  0.118
H  1.48705  0.73753  0.08600  0.323
H  0.71022  -0.04223  1.52984  0.335
H  0.97238  -1.10512  0.17448  0.325
H  -0.10367  0.30958  -1.87806  0.315

For the HOMO energy, the calculation gives -9.266 eV. Its spin multiplicity is 1. The value obtained for the electronic energy is -18337.4553 eV. For the energy above the lowest of the compared OMol25 structures with the same formula, charge and spin, the calculation gives 246.1 kJ/mol.